This record from the Open Molecules 2025 dataset describes C39H33AuClN13S3 as an isolated structure. The level of theory is ωB97M-V with the def2-TZVPD basis set.

```
90
Properties=species:S:1:pos:R:3
Au 1.7082 1.3071 2.0884
N 4.0564 1.5588 4.4741
C 2.7774 1.3004 4.8510
N 2.3572 1.2178 6.0986
N 1.0692 0.9111 6.0069
N 0.6962 0.8034 4.8026
N 1.7591 1.0321 3.9973
C 4.3888 1.9595 3.2169
N 5.5815 2.3585 2.8224
N 5.4302 2.6620 1.5346
N 4.2435 2.4713 1.1414
N 3.5134 2.0155 2.1826
H 4.7428 1.6798 5.2013
N 1.7051 1.6627 0.2317
S 1.0626 1.3642 -1.0622
N -0.5155 1.0205 -1.2220
S -0.9587 -0.4868 -1.1485
N -0.3768 -1.3356 0.0357
S -0.6355 -0.7765 1.5560
N -0.0414 0.5270 1.9433
C -0.1616 -2.2698 2.4375
C -0.2999 -3.4956 1.8066
C 0.0227 -4.6515 2.4950
C 0.4831 -4.5736 3.8005
C 0.6161 -3.3410 4.4208
C 0.2842 -2.1786 3.7441
C -2.3973 -0.5861 1.8267
C -2.9156 0.7011 1.8712
C -4.2521 0.8839 2.1561
C -5.0623 -0.2106 2.4319
C -4.5321 -1.4927 2.4007
C -3.1994 -1.6916 2.0854
C -0.4579 -1.3254 -2.5941
C -0.8299 -0.7497 -3.8182
C -0.5586 -1.4152 -4.9887
C 0.0659 -2.6620 -4.9564
C 0.4082 -3.2388 -3.7359
C 0.1424 -2.5891 -2.5535
C -2.7036 -0.4562 -1.0468
C -3.4292 0.7333 -1.1642
C -4.8046 0.6710 -1.1769
C -5.4617 -0.5522 -1.0877
C -4.7275 -1.7349 -1.0048
C -3.3551 -1.6964 -0.9972
C 1.1865 2.8317 -2.0777
C 0.2656 3.0525 -3.0871
C 0.3829 4.1818 -3.8785
C 1.4197 5.0743 -3.6539
C 2.3250 4.8487 -2.6273
C 2.2147 3.7237 -1.8267
C 1.9968 0.0853 -1.9277
C 2.1499 0.1150 -3.3051
C 2.9637 -0.8244 -3.9099
C 3.6278 -1.7673 -3.1397
C 3.4840 -1.7765 -1.7596
C 2.6721 -0.8404 -1.1469
H -0.6596 -3.5229 0.7906
H -0.0855 -5.6119 2.0141
H 0.7357 -5.4767 4.3358
H 0.9741 -3.2815 5.4359
H 0.3416 -1.2112 4.2207
H -2.2529 1.5278 1.6749
H -4.6702 1.8794 2.1700
H -6.1028 -0.0632 2.6759
H -5.1599 -2.3410 2.6292
H -2.7761 -2.6842 2.0491
H -1.3306 0.2076 -3.8046
H -0.8427 -0.9762 -5.9339
H 0.2719 -3.1878 -5.8743
H 0.8836 -4.2077 -3.7101
H 0.4129 -3.0091 -1.5991
H -2.8875 1.6644 -1.2048
H -5.3814 1.5802 -1.2515
H -6.5395 -0.5875 -1.0955
H -5.2443 -2.6810 -0.9527
H -2.7584 -2.5952 -0.9381
H -0.5347 2.3446 -3.2261
H -0.3336 4.3670 -4.6648
H 1.5109 5.9586 -4.2694
H 3.1200 5.5553 -2.4501
H 2.8965 3.5152 -1.0160
H 1.6382 0.8649 -3.8898
H 3.0929 -0.8171 -4.9822
H 4.2622 -2.4982 -3.6156
H 4.0192 -2.5046 -1.1678
H 2.5567 -0.8090 -0.0718
Cl -0.6477 3.5178 1.0004
C 0.3755 3.4928 2.3467
H -0.1327 3.2787 3.2735
H 1.1184 4.2748 2.3390
```

Calculated values
**Relative energy (zero: lowest compared OMol25 entry of this formula, charge and spin)**: 111.41 kcal per mole
**HOMO energy (alpha / beta)**: -5.33 / -3.86 eV
**Charge**: 0
**Spin multiplicity**: 1